Entry 1:
DFT (the ωB97M-V functional and the def2-TZVPD basis) results for a cluster of 2 separate species, C3H8N2O2 in total.

E_HOMO ... -9.7 eV
LUMO level ... 0.85 eV
Net charge ... 0
SMILES ... O=C1NCCO1.N

```
15
Properties=species:S:1:pos:R:3:forces:R:3:lowdin_charge:R:1
N -0.779086 -2.049305 -1.333823 -0.083 -0.193 -0.077 0.021
C 1.043767 -0.314844 0.191361 0.193 -0.274 -0.113 -0.575
O 1.680669 -1.258618 -0.208560 -0.207 0.390 0.225 0.082
N 0.238598 0.536288 -0.531800 0.090 -0.188 -0.002 0.076
C -0.263053 1.593734 0.324907 -0.067 0.138 0.073 -0.148
C 0.009635 1.016741 1.718957 -0.160 0.209 0.092 -0.142
O 1.043292 0.056775 1.502975 0.173 -0.025 -0.036 0.025
H 0.201128 -2.311564 -1.415536 -0.127 0.094 -0.064 0.017
H -1.316562 -2.600164 -1.991693 -0.010 -0.044 0.045 0.021
H -0.352955 0.049525 -1.204091 0.173 0.112 0.091 0.107
H -1.320128 1.809618 0.153046 0.129 -0.090 0.025 0.121
H 0.309787 2.513864 0.159465 -0.119 -0.093 0.022 0.116
H -0.872399 0.510176 2.131404 0.162 0.031 -0.055 0.124
H 0.375318 1.749036 2.439064 -0.076 -0.035 -0.092 0.123
H -1.051400 -2.334585 -0.397130 -0.070 -0.032 -0.134 0.033
```
Forces are in eV/Å.



Entry 2:
DFT (the ωB97M-V functional and the def2-TZVPD basis) results for an isolated molecule of C3H8N2O2.

E_HOMO ... -9.8 eV
LUMO level ... 0.64 eV
Net charge ... 0
SMILES ... NCC[NH2+]C(=O)[O-]

```
15
Properties=species:S:1:pos:R:3:forces:R:3:lowdin_charge:R:1
C 0.042739 -0.296651 -0.119718 0.030 0.125 0.206 -0.207
C 1.452418 0.273675 0.086515 -0.093 -0.076 -0.038 -0.290
N -1.003414 0.722284 0.038300 -1.119 -0.056 1.159 0.019
C -2.610834 0.133181 -0.077763 0.739 0.109 1.071 -0.585
N 2.529987 -0.692018 -0.062805 -0.068 -0.022 -0.011 -0.009
O -2.937412 0.451539 1.090119 -0.860 -0.313 -0.555 0.007
O -2.965318 -0.433025 -1.053042 -0.152 0.073 -0.175 0.124
H -1.573052 0.913733 1.101804 1.597 -0.016 -1.895 0.192
H -0.856916 1.505603 -0.594283 -0.022 0.092 0.264 0.135
H 2.526439 -1.111881 -0.985369 -0.001 0.010 0.064 0.067
H 2.455625 -1.438371 0.618826 0.001 0.036 -0.054 0.067
H -0.151631 -1.081927 0.615603 0.011 0.006 -0.052 0.129
H -0.051620 -0.744447 -1.114295 -0.008 0.045 0.028 0.125
H 1.520496 0.713430 1.085292 -0.026 0.003 -0.058 0.113
H 1.622494 1.084876 -0.629184 -0.031 -0.016 0.046 0.111
```
Forces are in eV/Å.



Entry 3:
DFT (the ωB97M-V functional and the def2-TZVPD basis) results for an isolated molecule of C3H8N2O2.

E_HOMO ... -7.3 eV
LUMO level ... 0.74 eV
Net charge ... 0
SMILES ... C/C(N)=C(/O)NO

```
15
Properties=species:S:1:pos:R:3:forces:R:3:lowdin_charge:R:1
C 0.785782 -0.111905 -0.026036 -0.589 -0.460 0.756 -0.333
C 1.182679 1.336981 0.001807 -0.276 -0.174 -0.523 -0.048
C -0.483383 -0.564165 -0.089393 0.404 0.142 0.057 -0.372
N 1.849193 -1.026529 0.069932 0.023 -0.138 -0.034 0.086
O -2.647593 0.257729 0.302752 0.512 0.236 0.021 -0.067
O -0.804051 -1.882189 0.142222 0.176 0.107 -0.207 0.044
N -1.522892 0.206459 -0.626054 0.095 0.768 -0.282 -0.011
H -3.430736 0.178400 -0.257564 0.290 -0.018 -0.123 0.088
H -1.763553 -1.921828 0.243351 0.093 0.007 -0.003 0.098
H -1.120480 1.156784 -0.759478 -0.930 -0.667 0.293 0.120
H 2.544728 -0.775565 0.759917 -0.065 -0.004 -0.020 0.081
H 1.524392 -1.972987 0.214575 0.078 0.010 0.017 0.079
H 0.414996 1.958588 0.460694 0.009 0.014 0.033 0.079
H 2.102756 1.456310 0.571532 0.014 0.004 0.044 0.075
H 1.368162 1.703919 -1.008257 0.166 0.174 -0.028 0.082
```
Forces are in eV/Å.



Entry 4:
DFT (the ωB97M-V functional and the def2-TZVPD basis) results for a structure of composition C3H8N2O2.

E_HOMO ... -7.1 eV
LUMO level ... 0.62 eV
Net charge ... 0

```
15
Properties=species:S:1:pos:R:3:forces:R:3:lowdin_charge:R:1
C -0.616446 0.306641 0.900987 0.440 0.306 -0.218 -0.178
N -1.053157 -0.946729 0.238651 0.435 1.081 -0.221 -0.198
C 0.756560 0.403123 0.324288 -0.122 -0.330 -0.895 -0.301
N 0.160862 1.186175 -1.925117 0.360 0.061 0.165 0.020
C 0.818542 0.246843 -1.060567 0.855 1.507 0.326 -0.220
O -1.602252 -1.825101 1.210769 -0.029 -0.648 -0.900 -0.102
O 1.846688 0.108578 1.069735 -0.531 -0.071 -0.211 0.087
H -0.943633 -2.526344 1.327115 -0.083 0.158 0.044 0.080
H 1.597374 0.050041 2.001969 -0.039 -0.134 -0.107 0.115
H -0.314188 -0.781955 -0.840050 -0.706 -1.583 2.331 0.203
H -0.676646 1.579565 -1.514438 -0.074 -0.191 -0.614 0.074
H 0.123211 0.885245 -2.890089 -0.577 0.035 0.328 0.076
H -1.277326 1.136142 0.612660 0.194 0.077 0.171 0.105
H -0.601183 0.246222 1.995605 -0.105 -0.154 -0.170 0.118
H 1.781595 -0.068446 -1.451515 -0.017 -0.114 -0.029 0.120
```
Forces are in eV/Å.



Entry 5:
DFT (the ωB97M-V functional and the def2-TZVPD basis) results for a cluster of 3 separate species, C3H8N2O2 in total.

E_HOMO ... -9.0 eV
LUMO level ... 0.80 eV
Net charge ... 0
SMILES ... c1c[nH]cn1.O.O

```
15
Properties=species:S:1:pos:R:3:forces:R:3:lowdin_charge:R:1
C -0.234498 -0.504306 -1.937437 -1.237 -0.857 1.952 -0.086
C -0.032935 0.699931 -1.290221 1.261 -1.207 -1.339 -0.171
N -0.838508 0.730765 -0.218408 -2.576 -0.237 1.251 -0.014
C -1.597818 -0.379051 -0.180881 -0.685 -0.822 -1.420 -0.169
N -1.203087 -1.259464 -1.194064 1.396 3.538 -0.387 0.048
H 0.245420 -1.025125 -2.696170 0.911 -0.367 -1.370 0.075
H 0.749684 1.489108 -1.557439 -1.495 -1.277 0.626 0.133
H -2.665243 -0.593168 0.227193 2.533 0.795 0.147 0.151
H -1.558977 -2.161743 -1.477770 -0.116 0.340 0.256 0.137
H 2.772154 0.604154 1.343322 -0.493 -0.394 -0.872 0.052
H 2.926060 -0.770892 1.721077 -0.162 -0.774 -0.134 0.032
O 2.581705 -0.284586 0.964746 0.612 1.191 0.985 -0.076
H 0.061319 1.107165 1.525342 0.746 -0.063 1.109 0.004
H -1.055066 1.191063 2.272875 -2.249 0.201 0.632 -0.020
O -0.150210 1.156149 2.497835 1.552 -0.067 -1.435 -0.095
```
Forces are in eV/Å.



Entry 6:
DFT (the ωB97M-V functional and the def2-TZVPD basis) results for a structure of composition C3H8N2O2.

E_HOMO (spin up / spin down) ... -10.2 / -9.7 eV
LUMO level (spin up / spin down) ... -1.70 / -1.04 eV
Net charge ... 0

```
15
Properties=species:S:1:pos:R:3:forces:R:3:lowdin_charge:R:1
C 1.148072 0.175151 0.441895 -1.391 -0.413 -0.418 -0.777
C -0.678391 -0.956754 -0.444628 -0.153 0.009 -0.069 -0.274
C -1.881259 -0.068451 -0.631371 0.036 -0.036 0.053 -0.055
N 2.397864 -0.125292 0.886260 0.743 -0.289 0.643 0.260
N 0.583543 1.434195 0.811057 0.017 -0.119 -0.028 0.125
O 1.404263 0.002867 -0.890524 -0.672 0.017 -0.531 -0.004
O 0.003053 -0.868246 0.724523 0.863 0.599 0.129 -0.057
H 2.592905 -1.092563 0.617345 -0.065 0.029 0.126 0.081
H 1.295912 2.154471 0.768679 0.005 -0.056 0.036 0.092
H 0.213831 1.379705 1.752765 0.038 0.006 -0.026 0.095
H -0.770774 -1.986506 -0.801191 -0.019 0.051 0.021 0.132
H 0.252937 -0.482655 -1.239115 0.540 0.256 0.089 0.144
H -1.625309 0.969795 -0.423161 -0.004 -0.050 -0.024 0.070
H -2.274164 -0.158506 -1.645221 0.019 -0.005 0.045 0.080
H -2.662484 -0.377210 0.072689 0.043 0.002 -0.046 0.087
```
Forces are in eV/Å.



Entry 7:
DFT (the ωB97M-V functional and the def2-TZVPD basis) results for a structure of composition C3H8N2O2.

E_HOMO (spin up / spin down) ... -5.2 / -9.2 eV
LUMO level (spin up / spin down) ... 0.75 / -1.29 eV
2S+1 ... 3
Net charge ... 0
Expectation value of S² ... 2.009

```
15
Properties=species:S:1:pos:R:3:forces:R:3:lowdin_charge:R:1
C -1.008028 -0.113898 0.923322 0.179 -0.230 -1.408 -0.039
C 0.264471 -0.858065 0.434969 1.306 1.932 0.817 -0.354
C 0.102444 0.106909 -0.772699 9.008 -4.091 -5.569 -0.121
N -1.050172 0.561014 -0.412672 -7.541 1.357 5.209 -0.277
N 0.092116 -2.272624 0.409382 -0.460 -3.123 -2.406 -0.014
O -1.910156 1.392899 -0.824057 0.270 0.727 -0.994 0.038
O 1.285307 2.144108 -0.423348 5.388 0.363 0.302 -0.068
H -1.823668 -0.726605 1.194857 -1.126 -1.038 -0.365 0.103
H -0.926516 0.536997 1.729022 0.696 1.621 1.316 0.095
H 1.198247 -0.676816 1.113258 -1.561 -0.006 -1.305 0.164
H 0.682671 0.337789 -1.773495 -1.540 -0.847 2.362 0.145
H 0.516543 2.534796 -0.725738 -2.270 1.650 -1.266 -0.015
H 0.976726 -2.850770 0.470724 -1.443 1.272 -0.345 0.086
H -0.509307 -2.664866 -0.439996 1.788 1.314 2.370 0.133
H 2.109323 2.549134 -0.903530 -2.693 -0.901 1.281 0.124
```
Forces are in eV/Å.



Entry 8:
DFT (the ωB97M-V functional and the def2-TZVPD basis) results for the ion C3H8N2O2 with charge +1.

E_HOMO (spin up / spin down) ... -15.2 / -14.9 eV
LUMO level (spin up / spin down) ... -3.84 / -8.73 eV
2S+1 ... 2
Net charge ... +1
Expectation value of S² ... 0.756

```
15
Properties=species:S:1:pos:R:3:forces:R:3:lowdin_charge:R:1
O 0.459634 -1.518073 -0.945706 -1.569 0.544 1.935 0.086
C -0.362269 -1.134147 -0.101092 0.863 0.527 -2.834 -0.517
N -0.724206 -1.789299 0.984551 0.011 -2.097 0.773 0.187
C -1.121208 0.285836 -0.418050 -2.448 -2.898 -0.433 -0.092
N -0.665950 1.299374 0.418158 0.614 2.327 -2.218 0.116
C 0.729278 1.786193 0.200863 0.812 -0.584 -1.608 -0.146
O 1.758359 0.867622 -0.265945 -4.141 -0.477 1.931 0.018
H -0.294806 -2.793340 0.894354 -1.419 2.299 1.144 0.205
H -1.453917 -1.470322 1.689803 1.505 -0.938 -1.480 0.170
H -2.203904 0.056564 -0.138554 1.193 0.589 -0.550 0.152
H -1.103766 0.340032 -1.600401 0.609 0.448 2.243 0.215
H -1.397426 2.083382 0.529464 1.580 -1.388 0.576 0.219
H 1.043191 2.243100 1.097040 0.410 0.815 1.175 0.133
H 0.686379 2.520267 -0.627431 -0.423 0.277 0.386 0.177
H 1.236586 0.026105 -0.060360 2.404 0.556 -1.040 0.076
```
Forces are in eV/Å.



Asked for energy above the lowest of the compared OMol25 structures with the same formula, charge and spin across the records above, the calculation gives 10.6 46.3 73.6 157.8 49.7 132.8 84.7 59.9 kcal/mol in order.